1.
{"formula": "C11H11N", "method": "wB97M-V/def2-TZVPD", "charge": 0, "smiles": "c1ccccc1.c1ccncc1", "lumo_energy_ev": 0.70, "homo_lumo_gap_ev": 9.690, "elements": ["C", "C", "C", "C", "C", "C", "H", "H", "H", "H", "H", "H", "C", "C", "C", "N", "C", "C", "H", "H", "H", "H", "H"], "xyz": [[-1.5995, 1.7858, 1.5365], [-2.1950, 0.4333, 1.3983], [-2.4179, 0.0098, 0.1148], [-1.6697, 0.5987, -0.9670], [-1.0498, 1.8285, -0.8688], [-0.9963, 2.5014, 0.4043], [-1.2467, 2.1254, 2.5633], [-2.8495, -0.0573, 2.2443], [-2.9977, -0.9436, -0.3891], [-1.5367, -0.0157, -1.9165], [-0.5564, 2.1865, -1.7695], [-0.5170, 3.4725, 0.7137], [1.3943, -1.9646, 0.5570], [1.5551, -2.4677, -0.8390], [1.9766, -1.5576, -1.8184], [2.0258, -0.1226, -1.4713], [2.0292, 0.2536, -0.1980], [1.7481, -0.6696, 0.8414], [1.0633, -2.7273, 1.2808], [1.6779, -3.7325, -0.7208], [2.1923, -1.7968, -2.9378], [1.9420, 1.3442, 0.1651], [2.0275, -0.4844, 2.0767]], "forces_ev_per_angstrom": [[2.08, -0.98, -0.67], [-2.19, 2.15, 1.32], [0.65, -2.33, -3.75], [-0.42, -0.74, -0.15], [0.38, 0.56, 1.10], [-1.49, -1.97, 1.97], [-1.11, -0.27, -1.33], [1.87, 1.09, -1.44], [1.23, 2.17, 2.49], [-0.55, 1.14, 1.21], [0.07, 0.27, 0.36], [-0.45, -1.13, -1.09], [0.45, -0.75, -2.48], [1.26, -1.60, 2.40], [-0.55, 1.88, 0.67], [0.43, -2.28, -0.40], [-1.52, -0.07, 0.24], [1.07, -0.80, 3.99], [0.45, 0.77, -0.13], [-0.72, 3.80, -1.51], [-0.41, 0.49, 2.40], [0.78, -1.50, -1.38], [-1.32, 0.11, -3.82]], "mulliken_charge": [-0.36, -0.30, -0.31, -0.04, -0.49, -0.23, 0.28, 0.28, 0.19, 0.29, 0.36, 0.33, -0.08, -0.21, -0.29, -0.50, -0.05, -0.21, 0.37, 0.19, 0.30, 0.30, 0.16]}

2.
{"formula": "C11H11N", "method": "wB97M-V/def2-TZVPD", "charge": 0, "smiles": "c1ccccc1.c1ccncc1", "lumo_energy_ev": 0.19, "homo_lumo_gap_ev": 7.622, "elements": ["C", "C", "C", "C", "C", "C", "H", "H", "H", "H", "H", "H", "C", "C", "C", "N", "C", "C", "H", "H", "H", "H", "H"], "xyz": [[-1.0489, -1.3704, -1.3405], [-0.0829, -1.6374, -0.2965], [-0.0021, -0.9653, 0.9900], [-1.2489, -0.3497, 1.3344], [-2.3106, -0.2988, 0.4062], [-2.2280, -0.7969, -0.8553], [-0.7800, -1.5698, -2.4701], [0.6519, -2.2584, -0.6799], [0.7243, -0.9572, 1.7208], [-1.2917, -0.0917, 2.2980], [-3.2023, 0.0241, 0.8001], [-2.9289, -0.2438, -1.5914], [0.2133, 1.0440, 0.5912], [0.2432, 0.6348, -0.7234], [1.4966, 0.5351, -1.4869], [2.6826, 0.9254, -0.8609], [2.5963, 1.1298, 0.4996], [1.4325, 1.1390, 1.2395], [-0.6981, 1.3473, 1.0765], [-0.6239, 0.5468, -1.4013], [1.5864, 0.2953, -2.5375], [3.4638, 1.3023, 1.0576], [1.3554, 1.6155, 2.2296]], "forces_ev_per_angstrom": [[0.54, -1.45, 1.42], [-0.98, -0.04, 0.64], [-5.61, -4.27, -2.92], [0.08, -4.47, -3.59], [2.02, -1.29, 2.41], [-0.60, 2.04, -3.63], [-0.85, 0.11, 2.62], [2.05, -0.85, -0.03], [1.65, -0.87, 0.89], [-0.82, 1.55, 3.48], [-2.09, 1.14, 0.44], [0.59, -1.78, 1.02], [1.37, 2.92, -1.56], [2.25, 3.30, -5.45], [0.18, 2.16, 4.41], [-1.75, -1.32, 0.80], [-1.03, -0.86, -2.05], [-0.47, 2.23, 0.33], [0.60, 1.04, -0.43], [0.89, 0.96, 1.19], [-0.33, -0.01, 0.02], [1.60, 0.45, 0.18], [0.70, -0.71, -0.18]], "mulliken_charge": [-0.41, -0.56, -0.58, -0.39, -0.90, -0.13, 0.32, 0.32, 0.72, 0.80, 0.52, 0.31, -0.51, 0.04, -0.73, -0.61, -0.32, -0.62, 0.61, 0.93, 0.38, 0.42, 0.38]}

3.
{"formula": "C11H11N2O", "method": "wB97M-V/def2-TZVPD", "charge": 1, "smiles": "O=[N+]1C=C[C@]23C[C@]12CCc1[nH]ccc13", "lumo_energy_ev": [-6.14, -6.15], "homo_lumo_gap_ev": [5.418, 5.412], "elements": ["O", "N", "C", "C", "C", "C", "C", "C", "C", "C", "N", "C", "C", "C", "H", "H", "H", "H", "H", "H", "H", "H", "H", "H", "H"], "xyz": [[2.8719, 2.5414, -0.9073], [2.2785, 1.5124, -0.9620], [2.5313, 0.3558, -1.6145], [1.5603, -0.6102, -1.4899], [0.4513, -0.1290, -0.6698], [-0.3001, 1.1259, -1.3171], [0.6733, 1.2734, -0.1927], [0.2128, 1.7087, 1.1655], [-1.0853, 0.9490, 1.4970], [-1.0453, -0.5675, 1.1136], [-1.8076, -1.5797, 1.5866], [-1.5890, -2.6843, 0.8229], [-0.6697, -2.4034, -0.1680], [-0.3487, -1.0860, 0.0325], [3.5078, 0.1627, -2.2252], [1.6593, -1.5371, -1.8975], [-0.0221, 1.3342, -2.4274], [-1.4312, 1.0816, -1.2162], [-0.0501, 2.7028, 1.1377], [0.8839, 1.3556, 1.8514], [-1.8482, 1.5268, 1.0321], [-1.4023, 0.9080, 2.4701], [-2.6417, -1.4956, 2.1731], [-2.1807, -3.5347, 1.1543], [-0.2084, -2.9110, -0.9493]], "forces_ev_per_angstrom": [[0.02, -0.68, -0.37], [-2.86, 0.66, 2.25], [2.60, -1.85, -2.32], [0.00, 4.79, 1.88], [0.85, -0.18, -1.70], [-0.21, -0.32, -2.85], [0.43, -1.07, -2.10], [-0.77, -2.21, -1.22], [0.25, -2.36, -2.32], [0.12, 1.83, -0.98], [-0.62, 0.39, 0.14], [-0.78, -1.22, 0.29], [-0.79, -0.08, 1.12], [-0.71, 2.48, 2.32], [-1.90, 0.95, 1.36], [0.08, -2.51, -1.03], [-0.24, -0.20, 2.25], [1.70, 0.42, 0.45], [0.14, 2.41, 0.46], [2.18, 0.04, 1.98], [-1.11, -0.12, -0.87], [0.11, 0.71, 2.93], [0.80, -0.02, -0.11], [0.52, -0.20, -0.70], [0.16, -1.66, -0.87]], "mulliken_charge": [-0.45, 0.60, -0.35, -0.95, 1.63, -0.81, 0.42, -0.93, -1.35, -0.70, -0.09, -0.63, -1.15, 1.25, 0.39, 0.55, 0.26, 0.27, 0.38, 0.43, 0.41, 0.60, 0.27, 0.44, 0.50]}

4.
{"formula": "C11H11N2OP", "method": "wB97M-V/def2-TZVPD", "charge": 0, "lumo_energy_ev": [-0.02, -0.02], "homo_lumo_gap_ev": [7.419, 7.418], "elements": ["C", "C", "C", "C", "C", "C", "C", "C", "C", "C", "C", "N", "N", "O", "P", "H", "H", "H", "H", "H", "H", "H", "H", "H", "H", "H"], "xyz": [[-0.9950, 2.3577, -2.8952], [-1.1606, 1.1652, -3.4716], [-0.5580, 2.3879, -1.5720], [-0.9003, -0.0331, -2.8281], [-0.4989, -2.5733, 3.1426], [0.7674, -2.1769, 3.5859], [-0.2863, 1.1847, -0.8761], [-0.5345, -0.0566, -1.4971], [0.4040, -1.5504, 1.4930], [0.2432, 1.1793, 0.5472], [0.6857, -0.9758, 0.2766], [-0.6800, -2.1334, 1.8275], [-0.3476, -1.1389, -0.6405], [1.3323, -1.5068, 2.5415], [1.8590, 1.8460, 1.0479], [-1.3528, 3.1626, -3.5826], [-1.3984, 1.0547, -4.5478], [-0.6595, 3.3527, -1.0744], [-0.9966, -0.9266, -3.3165], [-1.2632, -3.0872, 3.6586], [1.4125, -2.3986, 4.3984], [-0.3066, 1.2899, 1.3948], [1.7021, -0.7765, -0.0747], [-1.1992, -1.5050, -0.3159], [2.8567, 0.7047, 0.5176], [1.8746, 1.1541, 2.2607]], "forces_ev_per_angstrom": [[-0.68, 1.58, -0.26], [0.22, -2.81, -2.36], [-0.80, 0.01, 0.39], [0.04, 0.92, 1.63], [2.29, 1.27, 0.01], [-2.57, -0.50, -2.25], [-0.06, 2.04, 0.87], [0.72, 2.03, 0.04], [1.22, -0.98, 4.10], [3.02, -2.94, -3.20], [-1.36, 4.27, -1.94], [-0.83, -0.96, 1.13], [1.67, -0.98, -1.70], [-0.05, -0.13, -1.21], [1.81, -1.31, -1.32], [0.79, 0.09, 1.43], [-0.11, 0.38, 0.75], [0.73, -0.31, 0.24], [-0.34, -2.14, -1.30], [-0.49, -0.45, 0.40], [0.09, 0.07, 0.62], [-2.49, 0.14, 1.97], [-0.44, -0.36, 0.07], [-0.87, -0.82, 0.87], [-1.37, 1.83, 0.47], [-0.15, 0.05, 0.54]], "mulliken_charge": [-0.49, -0.36, -0.50, -0.70, -0.38, -0.21, 1.10, -0.16, 0.62, -0.82, -0.64, -0.53, -0.34, -0.31, -0.04, 0.30, 0.30, 0.35, 0.53, 0.43, 0.39, 0.47, 0.61, 0.37, 0.01, 0.01]}

For reference, M by record: 157.22, 157.22, 187.22, 218.20 g mol⁻¹.
For reference, relative energy (zero: lowest compared OMol25 entry of this formula, charge and spin) by record: 459.3, 692.4, 634.7, 302.5 kJ/mol.
For reference, DFT total energy by record: -480.35476, -480.26595, -610.06629, -951.72644 Ha.